{
  "formula": "C23H32FeN",
  "method": "ωB97M-V/def2-TZVPD",
  "elements": ["C", "C", "C", "N", "C", "C", "C", "C", "C", "C", "C", "C", "H", "H", "H", "H", "H", "H", "H", "H", "H", "H", "H", "H", "H", "H", "H", "H", "H", "H", "H", "C", "C", "C", "C", "C", "C", "C", "Fe", "C", "C", "C", "C", "C", "H", "H", "H", "H", "H", "H", "H", "H", "H", "H", "H", "H", "H"],
  "coordinates": [[3.55346, -3.01878, 0.76407], [2.80570, -4.06399, 1.58550], [1.35423, -4.21110, 1.13823], [0.65429, -2.93798, 1.00984], [-0.71814, -2.91825, 0.99861], [-1.42920, -1.73527, 1.05637], [-2.91364, -1.64504, 1.02943], [-3.64542, -2.99452, 1.21859], [-2.90553, -4.14654, 0.54247], [-1.44562, -4.25048, 1.01990], [1.35854, -1.82416, 0.37953], [2.81403, -1.68790, 0.81369], [4.57141, -2.89730, 1.14809], [3.62395, -3.35632, -0.27734], [3.29989, -5.03686, 1.51057], [2.81156, -3.77691, 2.64366], [1.32526, -4.76368, 0.17578], [0.83352, -4.83798, 1.87816], [-0.91558, -0.77796, 1.19543], [-3.23249, -0.95435, 1.82255], [-3.23895, -1.17841, 0.08109], [-3.72938, -3.20300, 2.29279], [-4.66120, -2.92343, 0.82049], [-3.41854, -5.09530, 0.73994], [-2.90344, -4.00588, -0.54784], [-0.92101, -4.99599, 0.40120], [-1.44480, -4.65085, 2.05106], [1.30797, -1.91204, -0.72925], [0.86302, -0.88162, 0.63853], [2.83383, -1.28896, 1.83644], [3.30400, -0.94871, 0.17070], [1.03746, 0.57983, -2.48294], [0.20734, 1.17520, -1.42934], [-0.44246, 2.39840, -1.56843], [-1.53778, 2.91698, -0.70622], [-2.10320, 4.08714, -1.33233], [-1.31036, 4.40794, -2.50712], [-0.26688, 3.42935, -2.63705], [-0.18174, 4.28786, -0.88706], [1.05832, 5.83450, -0.96930], [1.69636, 4.65314, -0.40061], [0.90588, 4.22741, 0.75147], [-0.21307, 5.14714, 0.88967], [-0.12119, 6.13333, -0.17278], [2.07265, 0.36664, -2.18340], [0.60148, -0.37052, -2.82224], [1.07136, 1.26142, -3.34116], [0.06978, 0.62753, -0.50169], [-1.87208, 2.37751, 0.17189], [-3.00143, 4.59908, -0.98406], [-1.50767, 5.20621, -3.22739], [0.50915, 3.35217, -3.39996], [1.44929, 6.44048, -1.78382], [2.64456, 4.22512, -0.71537], [1.15494, 3.41932, 1.43198], [-0.94719, 5.13714, 1.69068], [-0.76521, 6.99923, -0.29170]],
  "lowdin_charge": [-0.2142, -0.1933, -0.1885, -0.1002, -0.2394, -0.0493, -0.2122, -0.2077, -0.2059, -0.1494, -0.1637, -0.1809, 0.1045, 0.1126, 0.1056, 0.1137, 0.1220, 0.1146, 0.0919, 0.1056, 0.1130, 0.1075, 0.1001, 0.1017, 0.1170, 0.1047, 0.1208, 0.1328, 0.0830, 0.1178, 0.1112, -0.1417, -0.1408, -0.3294, -0.1693, -0.1986, -0.2061, -0.1653, 0.2754, -0.1948, -0.1919, -0.1938, -0.1987, -0.2036, 0.0561, 0.0605, 0.0575, 0.0577, 0.1021, 0.0949, 0.0944, 0.0959, 0.0927, 0.0916, 0.0924, 0.0957, 0.0920],
  "e_lumo_ev": [2.543, 2.541],
  "e_tot_ha": -2213.845038,
  "homo_energy_ev": [-0.486, -2.558],
  "gap_ev": [3.0, 5.1],
  "largest_force_ev_per_a": 2.69,
  "charge": -1,
  "s2": 6.104,
  "spin_multiplicity": 5
}

=====

{
  "formula": "C6H13N",
  "method": "ωB97M-V/def2-TZVPD",
  "elements": ["C", "C", "C", "C", "C", "C", "N", "H", "H", "H", "H", "H", "H", "H", "H", "H", "H", "H", "H", "H"],
  "coordinates": [[1.52431, 0.67520, 1.07119], [1.61955, -0.26819, -0.12574], [1.01688, 0.06600, -1.43439], [-0.37812, 0.88497, -1.20159], [-1.47930, 0.43494, -0.24793], [-1.60676, -0.84044, 0.08308], [-2.03700, -1.39561, 1.36586], [2.26135, 0.49319, 1.80220], [0.63829, 0.57352, 1.55061], [1.67672, 1.72351, 0.78274], [1.05797, -1.15708, 0.18991], [2.69198, -0.48894, -0.31815], [1.72167, 0.68292, -2.03582], [0.75198, -0.78624, -1.95055], [-0.92286, 0.98231, -2.12545], [-0.17936, 1.98480, -0.99693], [-2.30344, 1.13528, 0.27614], [-1.44793, -1.77079, -0.49696], [-1.69711, -1.02518, 2.36381], [-2.90883, -1.90417, 1.44798]],
  "lowdin_charge": [-0.0952, -0.2831, -0.1874, -0.1881, -0.1461, -0.2648, -0.0262, 0.0559, 0.0185, 0.0858, 0.0977, 0.1146, 0.1171, 0.0691, 0.0797, 0.1137, 0.1508, 0.1142, 0.1281, 0.0459],
  "e_lumo_ev": 1.188,
  "e_tot_ha": -291.057944,
  "homo_energy_ev": -8.113,
  "gap_ev": 9.3,
  "largest_force_ev_per_a": 4.59,
  "charge": 0,
  "smiles": "CCCC/C=C/N",
  "relative_energy_kj_mol": 264.66
}

=====

{
  "formula": "C4H6N2",
  "method": "ωB97M-V/def2-TZVPD",
  "elements": ["C", "C", "C", "N", "N", "C", "H", "H", "H", "H", "H", "H"],
  "coordinates": [[0.59104, -0.18206, 1.71516], [0.10553, 0.06991, 0.27221], [-0.79509, -0.91444, -0.40114], [-1.08114, -0.56494, -1.62624], [-0.48627, 0.62069, -1.83339], [0.27818, 1.02750, -0.71809], [0.81474, -1.25399, 1.77966], [1.48264, 0.32591, 2.12154], [-0.21151, 0.00197, 2.44178], [-1.30962, -1.84403, -0.10335], [-0.22275, 0.69308, -2.81353], [0.77529, 2.00187, -0.80911]],
  "lowdin_charge": [-0.0680, -0.2263, -0.1365, -0.0166, -0.0648, -0.0600, 0.0677, 0.0713, 0.0695, 0.1102, 0.1409, 0.1127],
  "e_lumo_ev": 1.069,
  "e_tot_ha": -265.492035,
  "homo_energy_ev": -9.211,
  "gap_ev": 10.3,
  "largest_force_ev_per_a": 1.32,
  "charge": 0,
  "smiles": "Cc1cn[nH]c1",
  "relative_energy_kj_mol": 114.31
}

=====

{
  "formula": "C4H9NO2",
  "method": "ωB97M-V/def2-TZVPD",
  "elements": ["C", "C", "C", "N", "C", "O", "O", "H", "H", "H", "H", "H", "H", "H", "H", "H"],
  "coordinates": [[1.89526, -0.86107, -0.01390], [0.35553, -1.04132, -0.01413], [-0.26169, 0.35644, 0.12718], [-0.12114, 1.00193, 1.41844], [-1.65618, 0.55237, -0.44600], [-2.65172, 0.61666, 0.23449], [-1.72342, 0.51437, -1.78788], [2.33922, -0.40724, 0.87468], [2.35701, -1.84431, -0.05058], [2.21296, -0.25446, -0.86514], [0.06114, -1.43627, -1.00929], [0.22016, -1.63476, 0.89800], [0.28751, 0.84560, -0.68235], [0.31782, 1.89940, 1.33107], [-0.98658, 0.91432, 1.92729], [-2.64590, 0.77836, -1.94187]],
  "lowdin_charge": [-0.1189, -0.1862, -0.3550, 0.0784, -0.4921, 0.0994, 0.1103, 0.0703, 0.0640, 0.0707, 0.1241, 0.1149, 0.1350, 0.0786, 0.0765, 0.1300],
  "e_lumo_ev": 0.765,
  "e_tot_ha": -363.046965,
  "homo_energy_ev": -9.522,
  "gap_ev": 10.3,
  "largest_force_ev_per_a": 2.18,
  "charge": 0,
  "smiles": "CC[C@H](N)C(=O)O",
  "relative_energy_kj_mol": 101.27
}

=====

{
  "formula": "C4H7ClN2",
  "method": "ωB97M-V/def2-TZVPD",
  "elements": ["Cl", "C", "C", "N", "N", "C", "C", "H", "H", "H", "H", "H", "H", "H"],
  "coordinates": [[2.20485, -1.88984, 0.01046], [1.80346, -0.12367, -0.24134], [0.37291, -0.05996, -0.51597], [-0.36560, 0.74326, 0.13888], [-1.71164, 0.73147, -0.34107], [-2.64780, 0.79049, 0.81096], [-2.33095, 2.00945, 0.03729], [2.42871, 0.24664, -1.02500], [2.01200, 0.45685, 0.69490], [-0.06356, -0.71135, -1.33052], [-2.18675, 0.69117, 1.82165], [-3.64644, 0.31528, 0.62897], [-1.62741, 2.68310, 0.56791], [-3.04394, 2.42457, -0.66603]],
  "lowdin_charge": [0.5072, -0.5342, -0.2745, 0.0318, -0.1334, -0.1469, -0.1642, 0.0619, 0.0954, 0.1345, 0.1104, 0.1095, 0.1069, 0.0957],
  "e_lumo_ev": 1.005,
  "e_tot_ha": -726.227258,
  "homo_energy_ev": -9.296,
  "gap_ev": 10.3,
  "largest_force_ev_per_a": 2.07,
  "charge": 0,
  "smiles": "ClC/C=N/N1CC1",
  "relative_energy_kj_mol": 297.44
}

=====

{
  "formula": "C4H21MgNO6",
  "method": "ωB97M-V/def2-TZVPD",
  "elements": ["Mg", "O", "H", "H", "O", "H", "H", "O", "H", "H", "O", "H", "H", "O", "H", "H", "C", "C", "C", "O", "C", "N", "H", "H", "H", "H", "H", "H", "H", "H", "H", "H", "H"],
  "coordinates": [[1.60574, 0.20271, 0.54901], [2.86717, 0.23295, -1.00926], [3.54367, -0.21641, -1.51588], [2.89156, 1.13639, -1.32458], [3.01764, 0.37760, 1.90890], [2.70560, 0.54677, 2.79784], [3.96138, 0.25043, 2.00596], [1.49612, 2.18641, 0.41507], [0.97214, 2.89068, 0.79676], [1.96845, 2.60247, -0.30606], [1.79962, -1.74813, 0.42249], [2.43851, -2.25913, 0.91940], [1.49205, -2.34582, -0.25898], [0.43382, 0.08809, 2.07196], [0.74929, 0.36460, 2.93235], [-0.39922, -0.34821, 2.25063], [-1.58724, 1.75042, -0.21611], [-1.48077, 0.26718, -0.39525], [-2.31519, -0.21567, -1.62627], [-2.44705, -1.61052, -1.73813], [-2.88426, -2.32874, -0.59042], [-0.05682, 0.00294, -0.65424], [-2.60042, 2.15218, -0.22825], [-0.97998, 2.20972, -0.99611], [-1.13745, 1.94775, 0.75695], [-1.61552, -0.26971, 0.54374], [-1.99023, 0.24190, -2.56069], [-3.36886, 0.01211, -1.46506], [-2.06224, -2.56256, 0.08612], [-3.24693, -3.28208, -0.97477], [-3.72602, -1.87050, -0.07124], [-0.00880, 0.53466, -1.51159], [-0.03575, -0.94047, -1.01427]],
  "lowdin_charge": [0.5096, 0.0111, 0.1251, 0.0875, 0.0149, 0.0980, 0.1273, 0.0046, 0.1152, 0.1009, 0.0000, 0.1144, 0.1105, 0.0099, 0.1071, 0.1179, -0.0305, -0.3891, -0.1555, -0.1809, -0.0821, 0.0085, 0.1113, 0.0943, 0.0718, 0.1235, 0.1479, 0.1377, 0.0756, 0.1047, 0.1027, 0.1048, 0.1009],
  "e_lumo_ev": -6.795,
  "e_tot_ha": -870.830735,
  "homo_energy_ev": -15.441,
  "gap_ev": 8.6,
  "largest_force_ev_per_a": 3.02,
  "charge": 2,
  "relative_energy_kj_mol": 158.11
}